[1]
{
  "formula": "C39H40N9OSiSr",
  "method": "ωB97M-V/def2-TZVPD",
  "total_charge": 1,
  "e_lumo_ha": -0.0928,
  "e_homo_ev": -9.742,
  "symbols": ["Sr", "C", "Si", "C", "N", "C", "C", "C", "C", "C", "C", "C", "C", "C", "C", "C", "C", "C", "C", "C", "C", "C", "H", "H", "H", "H", "H", "H", "H", "H", "H", "H", "H", "H", "H", "H", "H", "H", "H", "H", "H", "H", "H", "H", "H", "H", "C", "N", "C", "N", "C", "N", "C", "C", "C", "C", "C", "C", "C", "N", "N", "C", "O", "C", "C", "C", "C", "C", "C", "N", "C", "N", "C", "N", "C", "H", "H", "H", "H", "H", "H", "H", "H", "H", "H", "H", "H", "H", "H", "H", "H"],
  "coordinates": [[0.464, -0.559, 0.524], [-1.213, 0.595, 1.948], [-2.088, -0.807, 2.802], [-0.756, -2.146, 3.222], [0.019, -2.634, 2.050], [1.328, -3.175, 2.446], [1.246, -4.423, 3.329], [0.169, -5.392, 2.803], [-0.184, -5.065, 1.354], [-0.735, -3.640, 1.250], [-3.386, -1.594, 1.684], [-4.132, -2.690, 2.127], [-5.065, -3.305, 1.305], [-5.267, -2.832, 0.015], [-4.546, -1.737, -0.439], [-3.619, -1.123, 0.393], [-2.861, -0.274, 4.437], [-2.048, 0.271, 5.433], [-2.588, 0.779, 6.604], [-3.962, 0.754, 6.800], [-4.787, 0.214, 5.826], [-4.239, -0.295, 4.656], [-0.704, 1.212, 2.699], [-1.930, 1.240, 1.427], [-1.208, -2.978, 3.779], [-0.056, -1.659, 3.910], [1.888, -2.395, 2.973], [1.887, -3.412, 1.532], [1.025, -4.139, 4.358], [2.227, -4.901, 3.335], [-0.737, -5.317, 3.409], [0.514, -6.423, 2.880], [-0.946, -5.751, 0.983], [0.697, -5.199, 0.720], [-1.768, -3.646, 1.584], [-0.757, -3.337, 0.191], [-3.982, -3.071, 3.133], [-5.638, -4.149, 1.667], [-5.992, -3.310, -0.632], [-4.715, -1.359, -1.440], [-3.073, -0.257, 0.036], [-0.972, 0.306, 5.287], [-1.940, 1.202, 7.362], [-4.387, 1.157, 7.710], [-5.859, 0.190, 5.977], [-4.896, -0.707, 3.898], [-2.291, 0.596, -4.847], [-1.699, -0.172, -3.758], [-1.500, 0.197, -2.489], [-0.815, -0.743, -1.858], [-0.616, -1.686, -2.822], [-1.131, -1.368, -3.983], [-1.614, 1.939, -5.012], [-2.357, 3.103, -5.145], [-1.720, 4.320, -5.348], [-0.338, 4.387, -5.393], [0.413, 3.227, -5.229], [-0.225, 2.007, -5.050], [1.882, 3.296, -5.211], [2.709, 3.507, -6.177], [3.970, 3.494, -5.634], [3.837, 3.269, -4.369], [2.529, 3.133, -4.025], [4.871, 3.179, -3.346], [6.207, 3.014, -3.706], [7.170, 2.925, -2.718], [6.818, 3.005, -1.376], [5.491, 3.191, -1.013], [5.081, 3.292, 0.443], [4.272, 2.145, 0.841], [2.969, 1.935, 0.652], [2.662, 0.696, 1.002], [3.856, 0.187, 1.422], [4.850, 1.035, 1.326], [4.522, 3.276, -2.003], [-3.360, 0.720, -4.675], [-2.154, -0.011, -5.739], [-1.863, 1.118, -2.062], [-0.088, -2.611, -2.660], [-3.439, 3.064, -5.103], [-2.305, 5.222, -5.462], [0.163, 5.332, -5.557], [0.364, 1.101, -4.950], [6.465, 2.960, -4.755], [8.207, 2.785, -2.991], [7.580, 2.922, -0.611], [4.500, 4.197, 0.613], [5.954, 3.302, 1.090], [2.273, 2.675, 0.292], [3.985, -0.816, 1.795], [3.482, 3.431, -1.744]]
}

[2]
{
  "formula": "C33H79HgN4O13S3",
  "method": "ωB97M-V/def2-TZVPD",
  "total_charge": 1,
  "e_lumo_ha": -0.1659,
  "de_lowest_kj_mol": 499.2,
  "e_homo_ev": -11.141,
  "symbols": ["Hg", "C", "C", "O", "O", "H", "H", "H", "C", "C", "C", "O", "H", "H", "H", "H", "H", "H", "H", "H", "C", "C", "C", "O", "C", "N", "H", "H", "H", "H", "H", "H", "H", "H", "H", "H", "H", "C", "C", "C", "O", "C", "N", "H", "H", "H", "H", "H", "H", "H", "H", "H", "H", "H", "C", "C", "C", "O", "C", "N", "H", "H", "H", "H", "H", "H", "H", "H", "H", "H", "H", "C", "C", "C", "O", "C", "N", "H", "H", "H", "H", "H", "H", "H", "H", "H", "H", "H", "C", "C", "C", "S", "O", "O", "C", "H", "H", "H", "H", "H", "H", "H", "H", "C", "C", "C", "S", "O", "O", "C", "H", "H", "H", "H", "H", "H", "H", "H", "C", "C", "C", "S", "O", "O", "C", "H", "H", "H", "H", "H", "H", "H", "H"],
  "coordinates": [[-8.718, -16.354, 30.409], [-10.179, -14.337, 34.095], [-9.511, -15.000, 32.884], [-9.618, -14.448, 31.802], [-9.011, -16.121, 32.870], [-9.535, -13.518, 34.415], [-10.433, -14.945, 34.963], [-11.037, -13.758, 33.752], [-15.768, -14.732, 35.240], [-14.709, -15.529, 34.677], [-14.692, -15.402, 33.142], [-13.547, -15.052, 35.301], [-15.587, -13.657, 35.261], [-16.075, -14.851, 36.279], [-16.717, -14.775, 34.704], [-14.638, -16.595, 34.891], [-14.356, -14.416, 32.822], [-15.679, -15.584, 32.718], [-14.054, -16.099, 32.599], [-13.311, -14.167, 35.012], [-9.555, -17.300, 36.821], [-9.502, -16.624, 38.176], [-10.401, -17.350, 39.163], [-10.631, -16.556, 40.368], [-11.665, -15.570, 40.196], [-8.107, -16.636, 38.649], [-9.224, -18.338, 36.801], [-9.001, -16.607, 36.187], [-10.571, -17.170, 36.449], [-9.891, -15.630, 37.957], [-9.972, -18.328, 39.383], [-11.355, -17.656, 38.734], [-12.542, -15.693, 39.560], [-11.356, -14.643, 39.714], [-12.089, -15.324, 41.170], [-7.659, -16.027, 37.979], [-8.092, -16.080, 39.493], [-5.905, -12.936, 29.472], [-6.523, -14.332, 29.234], [-5.560, -15.465, 28.651], [-4.975, -15.107, 27.383], [-4.365, -16.184, 26.774], [-7.057, -14.742, 30.477], [-6.606, -12.102, 29.505], [-5.288, -12.698, 28.606], [-5.304, -12.860, 30.377], [-7.405, -14.188, 28.610], [-6.119, -16.395, 28.548], [-4.650, -15.519, 29.249], [-3.340, -16.274, 27.133], [-4.167, -16.020, 25.715], [-4.839, -17.166, 26.775], [-6.234, -15.087, 30.950], [-7.106, -13.837, 30.924], [-9.480, -10.674, 28.178], [-9.426, -11.118, 29.648], [-9.800, -10.009, 30.732], [-9.782, -10.896, 31.870], [-9.794, -10.293, 33.063], [-10.221, -12.355, 29.747], [-10.450, -10.198, 28.034], [-9.336, -11.567, 27.569], [-8.677, -9.945, 28.065], [-8.427, -11.495, 29.867], [-10.723, -9.457, 30.554], [-8.956, -9.319, 30.742], [-8.890, -9.714, 33.251], [-9.809, -11.104, 33.791], [-10.644, -9.613, 33.118], [-9.798, -12.853, 30.517], [-11.139, -12.151, 30.115], [-12.611, -15.109, 28.178], [-11.523, -15.521, 29.151], [-11.443, -16.970, 29.367], [-10.875, -17.407, 30.612], [-11.905, -17.876, 31.515], [-10.202, -15.039, 28.686], [-12.480, -15.550, 27.190], [-12.622, -14.027, 28.045], [-13.574, -15.410, 28.589], [-11.745, -15.159, 30.155], [-10.766, -17.413, 28.636], [-12.442, -17.346, 29.145], [-12.304, -18.805, 31.108], [-12.747, -17.195, 31.390], [-11.519, -18.171, 32.491], [-10.344, -14.050, 28.835], [-10.289, -15.092, 27.681], [-7.453, -12.883, 40.312], [-8.929, -13.372, 40.061], [-9.480, -12.436, 39.023], [-8.303, -12.489, 37.663], [-8.460, -11.240, 36.912], [-8.414, -13.793, 37.040], [-6.894, -12.648, 38.860], [-6.848, -13.547, 40.928], [-7.443, -12.006, 40.959], [-9.533, -13.376, 40.969], [-9.020, -14.385, 39.669], [-9.521, -11.392, 39.334], [-10.487, -12.606, 38.643], [-6.363, -11.702, 38.961], [-6.224, -13.449, 38.547], [-4.467, -17.405, 34.820], [-5.593, -18.466, 34.694], [-6.151, -18.513, 33.318], [-5.035, -17.650, 32.170], [-5.595, -16.366, 31.747], [-4.415, -18.538, 31.190], [-3.796, -17.317, 33.395], [-3.713, -17.535, 35.597], [-4.696, -16.358, 35.015], [-6.303, -18.416, 35.520], [-5.065, -19.417, 34.772], [-7.149, -18.075, 33.349], [-6.290, -19.479, 32.832], [-3.127, -16.471, 33.236], [-3.111, -18.164, 33.427], [-6.650, -12.687, 33.805], [-6.074, -11.210, 33.691], [-4.507, -11.260, 34.051], [-4.070, -13.140, 34.271], [-3.973, -13.459, 35.714], [-2.977, -13.532, 33.344], [-5.598, -13.701, 33.500], [-7.525, -12.725, 33.157], [-7.135, -12.885, 34.760], [-6.623, -10.549, 34.361], [-6.163, -10.909, 32.647], [-4.033, -10.611, 34.787], [-3.980, -10.844, 33.193], [-5.938, -14.669, 33.868], [-5.488, -13.587, 32.422]]
}

[3]
{
  "formula": "C3H8N2S",
  "method": "ωB97M-V/def2-TZVPD",
  "smiles": "C[C@@H](N)C(N)=S",
  "e_lumo_ha": 0.0253,
  "de_lowest_kj_mol": 50.6,
  "e_homo_ev": -8.245,
  "symbols": ["C", "C", "N", "C", "N", "S", "H", "H", "H", "H", "H", "H", "H", "H"],
  "coordinates": [[-0.542, 1.547, 0.236], [-0.133, 0.108, 0.472], [-1.151, -0.858, -0.052], [1.171, -0.279, -0.210], [1.147, -1.596, -0.378], [2.409, 0.751, -0.517], [0.248, 2.161, 0.723], [-0.623, 1.840, -0.848], [-1.429, 1.845, 0.736], [-0.023, -0.109, 1.552], [-2.042, -0.732, 0.424], [-1.290, -0.514, -1.031], [1.964, -2.071, -0.782], [0.292, -2.094, -0.324]]
}

[4]
{
  "formula": "C2H7FN2",
  "method": "ωB97M-V/def2-TZVPD",
  "e_lumo_ha": [0.0324, -0.0101],
  "de_lowest_kj_mol": 439.0,
  "e_homo_ev": [-9.339, -6.228],
  "symbols": ["C", "C", "N", "N", "F", "H", "H", "H", "H", "H", "H", "H"],
  "coordinates": [[-0.077, 0.725, 1.391], [0.438, -0.319, 0.521], [1.568, -0.036, -0.190], [-1.140, -0.504, -1.857], [0.310, -1.542, 0.874], [-0.884, 1.431, 0.902], [-0.593, 0.298, 2.204], [0.704, 1.462, 1.711], [1.764, -0.717, -0.926], [1.456, 0.876, -0.668], [-2.107, -0.083, -2.036], [-1.440, -1.591, -1.927]]
}

no.,energy (eV)
1,-65260.218
2,-104746.992
3,-17056.206
4,-7881.321